{
  "formula": "C2H11NO2",
  "method": "ωB97M-V with the def2-TZVPD basis set",
  "homo_ev": -8.7,
  "total_energy_ha": -287.999800,
  "relative_energy_kj_mol": 101.57,
  "charge": 0,
  "smiles": "CNC.O.O",
  "largest_force_ev_per_a": 0.92,
  "lumo_ev": 0.642,
  "symbols": ["C", "N", "C", "H", "H", "H", "H", "H", "H", "H", "H", "H", "O", "H", "H", "O"],
  "coordinates": [[1.85878, -1.23476, -0.16663], [2.04436, -1.50524, -1.58943], [0.83117, -1.25390, -2.34632], [2.75180, -1.47763, 0.39281], [1.11749, -1.91331, 0.27522], [1.49946, -0.22350, 0.04877], [2.77331, -0.85570, -1.87744], [-0.03559, -1.53259, -1.74453], [0.68723, -0.22070, -2.66092], [0.82390, -1.88089, -3.25282], [-1.84828, 0.71908, -0.21769], [-2.43298, 1.29769, 1.05627], [-2.11150, 0.46648, 0.67426], [-1.68166, 3.65860, 2.95765], [-2.66377, 2.58186, 3.39682], [-1.86084, 2.71584, 2.87042]],
  "atomic_forces_ev_per_a": [[-0.6466, -0.5743, 0.3133], [0.3357, 0.4406, 0.5926], [-0.1610, -0.5228, -0.5337], [0.4702, 0.3370, -0.0168], [-0.0947, 0.0524, -0.3819], [0.1945, 0.1617, 0.1009], [-0.1218, -0.3418, -0.3155], [0.0319, -0.0831, -0.0383], [0.0310, 0.2968, 0.0505], [-0.0569, 0.2408, 0.2407], [0.0093, -0.1251, 0.0511], [0.2775, -0.2204, 0.1087], [-0.1815, 0.3467, -0.1393], [0.0492, -0.0550, -0.0553], [0.3029, -0.0207, -0.1272], [-0.4399, 0.0669, 0.1501]],
  "nbo_charge": [-0.42, -0.62, -0.42, 0.20, 0.19, 0.17, 0.35, 0.19, 0.17, 0.20, 0.46, 0.48, -0.94, 0.47, 0.47, -0.94]
}